21
Properties=species:S:1:pos:R:3 method="wB97M-V/def2-TZVPD" smiles="O=[N+]([O-])c1nccn1COCCF" energy_ev=-19677.5600 e_above_lowest_kcal_mol=16.7 gap_ev=9.289 total_charge=0
C -1.619 0.955 -2.577
C -0.621 1.912 -1.932
C -0.018 1.511 0.349
C 1.894 0.714 1.854
C 2.289 -0.484 2.312
C 0.505 -0.860 1.206
H -2.374 1.384 -3.162
H -2.084 0.467 -1.829
H -0.016 2.244 -2.787
H -1.135 2.784 -1.451
H -1.080 1.504 0.563
H 0.407 2.461 0.650
H 2.246 1.734 1.926
H 3.091 -0.557 3.027
N 0.662 0.502 1.137
N 1.476 -1.474 1.800
N -0.670 -1.508 0.718
O 0.235 1.225 -1.031
O -0.646 -2.719 0.776
O -1.630 -0.826 0.303
F -0.842 0.157 -3.353